*a*
Entry from the Open Molecules 2025 dataset: a 5-piece molecular cluster, C10H30O10 overall (wB97M-V/def2-TZVPD).

Calculated values
Highest occupied orbital energy: -10.0 eV
SMILES: OCCO.OCCO.OCCO.OCCO.OCCO
Orbital gap: 0.3767 Ha
Net charge: 0

Each atom is followed by the atoms it is bonded to, with distances in Å.
Cartesian coordinates (Å):
1 O -7.7143 10.8925 -25.0451  C2 1.346, H5 0.960
2 C -8.9306 10.9792 -24.4752  O1 1.346, C3 1.443, H6 1.090, H7 1.090
3 C -9.9926 11.4520 -25.3308  C2 1.443, O4 1.399, H8 1.090, H9 1.090
4 O -9.6962 12.7615 -25.7251  C3 1.399, H10 0.960
5 H -7.3067 11.7514 -24.9121  O1 0.960
6 H -9.1479 9.9653 -24.1392  C2 1.090
7 H -8.7428 11.6920 -23.6723  C2 1.090
8 H -10.9717 11.5159 -24.8561  C3 1.090
9 H -10.2436 10.8507 -26.2046  C3 1.090
10 H -8.9894 12.5764 -26.3478  O4 0.960
11 O -4.9143 15.4267 -23.6036  C12 1.364, H15 0.960
12 C -4.9082 16.7124 -23.1494  O11 1.364, C13 1.541, H16 1.090, H17 1.090
13 C -5.5715 17.8452 -23.9573  C12 1.541, O14 1.392, H18 1.090, H19 1.090
14 O -6.9623 17.8678 -24.0203  C13 1.392, H20 0.960
15 H -4.3138 15.4598 -24.3519  O11 0.960
16 H -5.1520 16.8224 -22.0927  C12 1.090
17 H -3.8244 16.7959 -23.2291  C12 1.090
18 H -5.0323 17.8637 -24.9044  C13 1.090
19 H -5.1058 18.7258 -23.5149  C13 1.090
20 H -7.2493 17.0246 -24.3783  O14 0.960
21 O -18.1799 7.5233 -27.1854  C22 1.456, H25 0.960
22 C -18.1203 7.6097 -25.7333  O21 1.456, C23 1.550, H26 1.090, H27 1.090
23 C -16.8531 6.9202 -25.1671  C22 1.550, O24 1.334, H28 1.090, H29 1.090
24 O -15.7517 7.4786 -25.6716  C23 1.334, H30 0.960
25 H -18.4880 6.6518 -27.4446  O21 0.960
26 H -18.3092 8.5775 -25.2687  C22 1.090
27 H -18.9911 7.0407 -25.4078  C22 1.090
28 H -16.8732 5.8597 -25.4184  C23 1.090
29 H -16.7926 6.9882 -24.0809  C23 1.090
30 H -15.9948 7.7693 -26.5536  O24 0.960
31 O -9.4076 2.1053 -22.1355  C32 1.396, H35 0.960
32 C -9.7455 3.4601 -22.1371  O31 1.396, C33 1.525, H36 1.090, H37 1.090
33 C -11.2509 3.6798 -22.2356  C32 1.525, O34 1.389, H38 1.090, H39 1.090
34 O -11.9442 3.1468 -21.1561  C33 1.389, H40 0.960
35 H -9.3325 1.8765 -23.0648  O31 0.960
36 H -9.3193 3.9731 -21.2750  C32 1.090
37 H -9.1501 4.0213 -22.8573  C32 1.090
38 H -11.6602 3.3304 -23.1835  C33 1.090
39 H -11.5202 4.7327 -22.1527  C33 1.090
40 H -11.6704 2.2393 -21.0047  O34 0.960
41 O -6.6416 12.4099 -29.6989  C42 1.401, H45 0.960
42 C -6.6639 11.7798 -30.9504  O41 1.401, C43 1.493, H46 1.090, H47 1.090
43 C -5.9943 10.4732 -30.6783  C42 1.493, O44 1.450, H48 1.090, H49 1.090
44 O -6.7424 9.5969 -29.7976  C43 1.450, H50 0.960
45 H -5.7292 12.6184 -29.4855  O41 0.960
46 H -7.6961 11.7066 -31.2930  C42 1.090
47 H -6.0967 12.2898 -31.7290  C42 1.090
48 H -4.9385 10.5817 -30.4302  C43 1.090
49 H -5.9285 10.0160 -31.6656  C43 1.090
50 H -6.8336 9.9508 -28.9099  O44 0.960

---

*b*
Entry from the Open Molecules 2025 dataset: a 5-piece molecular cluster, C10H30O10 overall (wB97M-V/def2-TZVPD).

Calculated values
Highest occupied orbital energy: -9.5 eV
SMILES: OCCO.OCCO.OCCO.OCCO.OCCO
Orbital gap: 0.3628 Ha
Net charge: 0

Each atom is followed by the atoms it is bonded to, with distances in Å.
Cartesian coordinates (Å):
1 O 3.3944 2.3109 -0.1313  C2 1.408, H5 0.960
2 C 2.4249 1.3585 -0.5001  O1 1.408, C3 1.554, H6 1.090, H7 1.090
3 C 1.0287 2.0297 -0.6252  C2 1.554, O4 1.419, H8 1.090, H9 1.090
4 O 1.0328 2.7838 -1.8269  C3 1.419, H10 0.960
5 H 3.6681 2.8021 -0.9094  O1 0.960
6 H 2.6379 0.7219 -1.3588  C2 1.090
7 H 2.2670 0.6026 0.2692  C2 1.090
8 H 0.7839 2.4939 0.3302  C3 1.090
9 H 0.2390 1.3297 -0.8979  C3 1.090
10 H 0.3009 3.4041 -1.8607  O4 0.960
11 O 4.0323 6.3646 -0.6397  C12 1.472, H15 0.960
12 C 4.8445 7.5480 -0.9674  O11 1.472, C13 1.554, H16 1.090, H17 1.090
13 C 6.1360 7.1214 -1.7200  C12 1.554, O14 1.399, H18 1.090, H19 1.090
14 O 6.9715 8.2151 -1.9725  C13 1.399, H20 0.960
15 H 3.1925 6.7342 -0.3576  O11 0.960
16 H 4.3015 8.3092 -1.5277  C12 1.090
17 H 5.0664 8.0870 -0.0464  C12 1.090
18 H 5.8404 6.4958 -2.5622  C13 1.090
19 H 6.6974 6.4145 -1.1090  C13 1.090
20 H 7.8194 7.7937 -1.8140  O14 0.960
21 O 7.5691 1.3730 -3.4588  C22 1.400, H25 0.960
22 C 8.0746 0.8810 -2.2489  O21 1.400, C23 1.596, H26 1.090, H27 1.090
23 C 8.3197 2.1330 -1.2904  C22 1.596, O24 1.408, H28 1.090, H29 1.090
24 O 7.4101 3.1900 -1.4873  C23 1.408, H30 0.960
25 H 7.8147 0.8252 -4.2079  O21 0.960
26 H 7.4228 0.0864 -1.8858  C22 1.090
27 H 9.0103 0.3518 -2.4291  C22 1.090
28 H 9.3015 2.5858 -1.4289  C23 1.090
29 H 8.1048 1.8131 -0.2708  C23 1.090
30 H 6.9995 2.9800 -2.3293  O24 0.960
31 O 4.3124 3.9721 -2.2101  C32 1.373, H35 0.960
32 C 4.1822 4.2141 -3.5553  O31 1.373, C33 1.636, H36 1.090, H37 1.090
33 C 3.8076 2.8255 -4.3357  C32 1.636, O34 1.446, H38 1.090, H39 1.090
34 O 2.3816 2.5884 -4.3530  C33 1.446, H40 0.960
35 H 4.0120 4.7532 -1.7397  O31 0.960
36 H 3.4825 5.0476 -3.6163  C32 1.090
37 H 5.1602 4.5534 -3.8967  C32 1.090
38 H 4.3845 2.0062 -3.9066  C33 1.090
39 H 4.1750 2.8650 -5.3611  C33 1.090
40 H 2.0761 2.7519 -3.4577  O34 0.960
41 O 2.2192 1.6511 -6.9637  C42 1.451, H45 0.960
42 C 0.8538 1.1713 -7.0678  O41 1.451, C43 1.591, H46 1.090, H47 1.090
43 C 0.4307 0.6141 -5.6389  C42 1.591, O44 1.443, H48 1.090, H49 1.090
44 O -0.9034 0.0683 -5.6987  C43 1.443, H50 0.960
45 H 2.2621 2.0815 -6.1066  O41 0.960
46 H 0.2728 2.0811 -7.2189  C42 1.090
47 H 0.6539 0.3293 -7.7305  C42 1.090
48 H 0.3565 1.4045 -4.8920  C43 1.090
49 H 1.0012 -0.2733 -5.3647  C43 1.090
50 H -0.9847 -0.5444 -4.9642  O44 0.960

---

Which of them is most stable? Easy: *b*.